# 1
15
Properties=species:S:1:pos:R:3 method="wB97M-V/def2-TZVPD" gap_ha=0.276 e_homo_ev=-3.92 total_charge=-1
C 1.47137 1.77422 -1.31417
H 2.57307 0.27038 -0.21062
F -1.88229 2.06680 -0.57633
C 1.55404 0.69413 -0.23108
H 0.94156 2.64835 -0.86492
N 0.86528 1.36513 -2.59646
O 1.30567 0.40610 -3.21247
O -0.07913 2.02917 -2.99592
N 0.60290 -0.39239 -0.41742
H 0.60691 -0.69131 -1.38909
H -0.31715 0.02487 -0.20890
N 1.30212 1.40549 1.00989
H 1.55199 0.78046 1.77184
H 0.27322 1.49766 1.04608
H 2.47293 2.08485 -1.68179

# 2
9
Properties=species:S:1:pos:R:3 method="wB97M-V/def2-TZVPD" gap_ha=0.348 e_homo_ev=-9.28 total_charge=0
C -1.44659 0.46531 -0.06802
C -0.76748 1.51876 0.49605
C 2.03395 -1.54122 -0.77309
F 0.51847 1.82707 0.51930
F -1.41556 2.40897 1.20335
F 2.06651 -2.86939 -0.79016
F 2.23751 -1.17680 0.46317
I -0.61033 -1.16375 -1.02540
H -2.61648 0.53104 -0.02520

# 3
53
Properties=species:S:1:pos:R:3 method="wB97M-V/def2-TZVPD" gap_ha=0.331 e_homo_ev=-11.56 total_charge=+1
Ba 0.12203 -0.29366 -0.38024
N -2.20092 2.10032 -0.86362
O -1.87359 1.45394 -1.89446
O -3.17803 2.83759 -0.79889
O -1.48205 1.89824 0.16931
C -0.31547 1.37533 3.11187
O -0.59114 0.13328 2.42767
C -1.81330 -0.44573 2.88832
C -2.04655 -1.79186 2.24613
N -2.10500 -1.59103 0.79228
C -2.43355 -2.89626 0.13996
C -2.67223 -2.72283 -1.34646
O -1.49008 -2.11497 -1.86283
C -1.55790 -1.81731 -3.25210
H -0.51001 1.31503 4.18140
H -0.85588 2.16502 2.59052
H 0.76193 1.48966 2.97862
H -2.64674 0.19447 2.55912
H -1.78868 -0.44267 3.98058
H -2.98901 -2.17391 2.65475
H -1.24613 -2.50780 2.44970
H -2.96366 -1.06524 0.60591
H -3.29187 -3.34971 0.64481
H -1.59709 -3.58292 0.30106
H -3.50088 -2.02371 -1.50635
H -2.83510 -3.66771 -1.86409
H -2.18342 -0.93458 -3.39188
H -1.96776 -2.66568 -3.80838
H -0.56422 -1.67960 -3.67681
C 0.63523 1.44640 -3.86459
O 0.99718 1.34981 -2.49016
C 1.99289 2.30403 -2.16424
C 1.78956 2.84310 -0.73975
N 1.89526 1.84712 0.35218
C 3.15503 1.15919 0.48886
C 3.20543 0.13090 1.58283
O 2.37373 -0.97253 1.19797
C 2.44615 -2.03475 2.16016
H -0.13441 0.73545 -4.16181
H 1.54214 1.29173 -4.45118
H 0.16044 2.40280 -4.09871
H 1.96302 3.16633 -2.83329
H 3.00675 1.89932 -2.26365
H 0.82130 3.34523 -0.67888
H 2.46255 3.68741 -0.52906
H 1.69122 2.48616 1.11744
H 4.02452 1.83537 0.46973
H 3.35882 0.60865 -0.44208
H 2.88893 0.51342 2.55935
H 4.24108 -0.20484 1.69358
H 1.75369 -2.78375 1.76008
H 2.13350 -1.71318 3.14968
H 3.41229 -2.53908 2.10965

# 4
15
Properties=species:S:1:pos:R:3 method="wB97M-V/def2-TZVPD" gap_ha="0.261 / 0.258" e_homo_ev="-7.24 / -8.11" total_charge=0 spin_multiplicity=2
O 0.61393 -2.64196 0.10270
O -0.37002 -0.71359 0.42093
C -0.51012 0.70535 0.12693
C -1.93845 1.07610 0.51323
O -2.85923 0.23242 -0.05529
C 0.70806 -1.43346 0.11160
H 0.24671 1.25092 0.70687
H -0.35136 0.85564 -0.94939
H -2.05488 2.14067 0.20651
H -1.99065 1.07904 1.62633
O 2.77374 -0.27473 0.45711
O 2.10762 -0.53970 -1.62374
C 1.93453 -0.69501 -0.38464
Li -2.26877 -1.45158 -0.08828
Mg 3.95890 0.40991 -1.17089

# 5
12
Properties=species:S:1:pos:R:3 method="wB97M-V/def2-TZVPD" gap_ha=0.404 e_homo_ev=-14.40 total_charge=+1 smiles="N/C=N/[NH2+]N"
N 2.33170 0.13404 -0.21074
C 1.10419 -0.01969 0.33799
N 0.10659 -0.41983 -0.39539
N -1.15999 -0.50678 0.20270
N -2.07171 0.45125 -0.23753
H 3.07824 0.51618 0.38824
H 2.49858 -0.06546 -1.11603
H 1.22162 0.32073 1.41365
H -1.60014 -1.41384 -0.11345
H -1.33637 -0.60173 1.25724
H -2.53088 0.24022 -1.30174
H -1.64182 1.36490 -0.22494

# 6
8
Properties=species:S:1:pos:R:3 method="wB97M-V/def2-TZVPD" gap_ha=0.307 e_homo_ev=-9.93 total_charge=0
C 1.97042 2.06069 -0.24126
C 0.99288 1.38396 0.13069
C -0.16874 0.49386 -0.13495
C -0.29786 -0.95098 0.14123
H -1.00868 1.06430 -0.58884
H -0.53204 -1.56419 -0.77684
H -1.33274 -1.13513 0.54369
H 0.37676 -1.35252 0.92629

Record order is preserved below.
ΔE to the lowest compared entry with this formula, charge and spin: 0.00, 0.00, 0.00, 110.31, 121.08, 300.08 kJ/mol